[1]
C29H40IrN5O3S2 | wB97M-V/def2-TZVPD

Last column: Löwdin charge in e.
Cartesian coordinates (Å):
H  -1.062  0.547  5.671  0.13
H  1.689  7.238  -0.082  0.13
H  3.076  5.834  -3.858  0.12
C  2.758  0.610  8.399  0.02
C  -0.511  5.101  -0.380  -0.70
C  -4.420  -0.399  -0.225  -0.29
N  0.181  6.074  -0.925  0.05
H  2.435  -0.418  8.500  0.14
C  3.982  2.324  7.101  0.04
H  0.406  4.563  -3.064  0.05
H  -0.304  6.656  -1.597  0.14
H  -4.948  8.973  -1.101  0.08
C  3.314  0.192  4.085  -0.11
H  -4.506  7.169  -2.799  0.12
H  4.235  0.650  0.836  0.15
C  -0.744  1.081  3.620  -0.06
H  -3.410  9.733  -1.517  0.08
H  -4.668  -1.137  0.534  0.10
C  -0.331  0.662  4.884  0.02
H  4.566  2.591  6.230  0.13
C  3.625  0.631  1.728  0.10
H  -2.327  -1.171  -2.544  0.11
C  3.048  2.841  9.260  -0.23
H  1.278  4.428  -4.580  0.08
H  -6.015  -0.433  -1.677  0.13
C  -2.488  5.633  -1.779  -0.17
C  2.533  1.519  9.379  0.06
H  2.936  5.394  11.236  0.11
C  -4.217  9.105  -1.900  -0.10
H  2.945  5.538  9.460  0.11
H  2.091  5.530  -0.291  0.09
C  1.073  5.098  -3.745  -0.10
H  4.412  4.963  10.333  0.11
H  -4.704  9.649  -2.707  0.08
H  -1.842  5.750  -2.655  0.12
H  -3.316  5.006  -2.106  0.13
C  1.914  0.529  4.048  -0.06
H  -1.911  0.550  -2.478  0.10
H  -1.784  1.300  3.414  0.13
C  4.117  0.210  2.941  0.04
C  1.610  6.387  -0.760  -0.17
H  -3.709  6.801  -0.453  0.13
C  -2.656  -0.192  -2.189  -0.30
C  -4.959  -0.694  -1.622  -0.21
H  5.143  -0.122  3.037  0.14
N  -1.756  4.854  -0.769  0.02
O  2.823  3.621  10.279  0.01
S  -2.613  -0.297  -0.379  1.03
H  -2.978  7.920  -3.205  0.11
H  0.532  5.957  -4.153  0.08
H  4.177  4.224  8.021  0.13
H  1.307  0.001  6.067  0.11
H  2.007  1.260  10.287  0.15
H  -4.272  -0.156  -3.625  0.13
H  -4.297  1.182  -2.480  0.12
N  4.034  -0.296  5.225  0.19
C  3.466  1.007  7.227  -0.23
C  1.398  0.941  2.809  -0.14
C  3.773  3.226  8.103  0.04
H  1.728  7.544  -2.568  0.12
S  0.217  4.130  0.905  0.65
C  2.250  1.021  1.615  -0.30
C  3.324  4.978  10.314  0.02
C  -3.005  6.975  -1.271  -0.20
O  1.760  1.378  0.527  -0.07
C  -4.096  0.115  -2.585  -0.21
C  2.374  5.538  -3.078  -0.24
H  -2.188  7.569  -0.848  0.11
Ir  -0.421  1.982  0.504  1.03
C  0.997  0.371  5.102  0.05
H  -4.702  0.596  0.125  0.10
C  2.258  6.707  -2.100  -0.19
N  3.848  0.055  6.362  0.17
O  -2.307  1.150  0.140  -0.76
H  3.256  7.085  -1.873  0.12
H  -4.876  -1.760  -1.842  0.13
N  0.100  1.202  2.604  0.00
H  -2.280  4.207  -0.201  0.11
H  2.837  4.687  -2.569  0.11
C  -3.687  7.764  -2.386  -0.26

Forces on atoms 1 to 3 (eV/Å):
0.004 -0.002 0.000
0.029 -0.018 -0.001
-0.009 0.008 -0.002

Results
⟨S²⟩ = 8.844
LUMO energy (spin up / spin down) = -8.90 / -10.86 eV
Total charge = +3
M = 763.02 Da
Gap between HOMO and LUMO (spin up / spin down) = 6.82 / 5.65 eV
Calculated total energy = -68795.867 eV
2S+1 = 6


[2]
C18H24CrN4O4S4 | wB97M-V/def2-TZVPD

Last column: Löwdin charge in e.
Cartesian coordinates (Å):
H  -3.838  -2.061  3.339  0.07
H  -0.004  3.129  -1.358  0.14
H  1.218  2.837  0.813  0.12
H  -1.937  2.280  -0.426  0.06
H  -1.643  -4.692  3.372  0.11
H  -0.028  -4.647  2.912  0.09
C  -0.830  -1.030  -4.545  -0.09
O  -4.287  0.364  0.777  -0.33
H  0.923  1.605  3.084  0.12
C  0.409  2.152  -0.968  -0.12
C  4.241  -0.407  -0.426  -0.12
H  -0.506  2.398  0.982  0.11
S  1.660  -0.987  -1.372  0.67
H  -1.151  -2.017  -4.771  0.09
H  -0.452  0.448  2.578  0.07
C  -3.157  -2.893  3.341  -0.08
H  3.055  2.001  2.322  0.10
C  0.636  0.635  2.512  -0.05
C  -0.226  -0.187  -5.470  -0.11
N  -0.630  1.160  -1.536  -0.24
S  -1.676  -1.565  -1.883  0.66
C  0.233  1.077  -5.132  -0.10
H  5.490  1.611  2.006  0.10
H  1.333  1.913  -1.428  0.09
H  0.753  1.697  -5.812  0.08
Cr  -0.428  -0.570  -0.163  0.24
N  -0.867  -4.103  3.018  0.08
H  -3.627  -3.888  3.214  0.09
H  -2.673  -2.837  4.331  0.10
S  -3.106  0.548  1.587  0.30
O  -2.014  -0.395  1.037  -0.54
C  4.735  1.208  1.306  -0.12
N  -2.277  -2.538  2.276  -0.01
C  5.172  0.336  0.313  -0.11
C  0.135  1.487  -3.813  -0.05
H  0.559  2.461  -3.528  0.12
H  -2.821  1.274  -1.559  0.06
O  -2.655  1.968  1.581  -0.39
C  0.472  2.075  0.574  -0.17
C  -1.981  1.871  -1.436  -0.01
C  2.843  -0.290  -0.240  -0.55
N  0.948  0.770  1.038  -0.22
H  -2.305  -1.605  1.847  0.02
O  -3.254  0.142  2.991  -0.36
S  0.158  -2.562  1.153  0.69
H  0.021  -0.630  -6.428  0.09
C  -0.418  0.647  -2.868  -0.37
H  1.202  -0.233  2.922  0.09
C  -1.125  -3.079  2.192  -0.81
H  -1.976  2.655  -2.196  0.10
C  2.405  0.582  0.806  -0.24
C  3.372  1.339  1.526  -0.05
H  6.222  0.204  -0.004  0.10
C  -0.944  -0.639  -3.177  -0.62
H  4.642  -1.019  -1.211  0.09

Forces on atoms 1 to 3 (eV/Å):
-0.946 -0.090 0.161
1.016 -0.489 0.852
-0.010 0.181 0.440

Results
⟨S²⟩ = 3.812
LUMO energy (spin up / spin down) = 2.41 / 2.44 eV
Total charge = -1
M = 540.68 Da
Gap between HOMO and LUMO (spin up / spin down) = 6.99 / 7.15 eV
Calculated total energy = -104973.383 eV
2S+1 = 4


Question: Which formula does entry 2 have?
Answer: C18H24CrN4O4S4